A molecular structure, C50H56AsBrIrN6S5Si2 in a non-equilibrium geometry. Source: OMol25; level of theory: wB97M-V/def2-TZVPD.

Values from the calculation:
⟨S²⟩   0.755
Orbital gap (alpha / beta)   0.27700 / 0.25503 hartree
Maximum force   0.02930 Eh/bohr
Energy relative to the best compared isomer or geometry (same formula, charge and spin)   0.0 kcal/mol
E_tot   -265336.3312 eV

The geometry in ORCA input format:
```
! RIJCOSX wB97M-V def2-TZVPD def2/J DEFGRID3
* xyz 2 2
Ir 0.949 0.298 0.793
Br 2.145 0.794 -1.300
As 3.136 -0.338 1.662
S -1.290 2.064 -1.102
S 0.654 4.267 2.942
S -0.907 -1.729 4.515
S -2.907 -0.188 -1.299
S -0.582 -1.910 -1.253
Si 3.905 0.107 3.885
Si 5.166 -0.768 0.419
N -0.573 1.579 0.085
N -2.012 -1.344 -1.799
N 1.099 1.911 2.130
N 0.114 -1.370 -0.074
N 0.267 -0.504 2.647
N -2.550 1.233 -1.769
C 4.776 -2.062 -0.859
C 2.351 3.567 0.819
C -0.184 2.991 3.715
C -4.810 0.221 -3.197
C -2.312 -4.064 -0.893
C 5.148 1.490 3.701
C 0.979 3.135 -4.890
C -3.954 0.903 0.917
C -5.305 -1.454 -1.503
C -4.471 -0.491 -2.057
C 2.350 -2.476 -3.892
C -1.518 -6.269 -0.350
C -0.237 0.454 3.504
C -3.378 5.932 0.011
C 1.095 3.917 -3.747
C 0.257 -2.062 -2.817
C 0.172 1.809 3.160
C -3.046 -1.326 1.228
C 0.152 2.024 -4.893
C -2.640 4.405 -1.694
C 1.407 3.163 1.891
C -4.201 -0.215 3.026
C -3.273 -0.213 0.440
C -3.530 -1.322 2.529
C 6.462 -1.446 1.580
C -2.236 3.913 0.643
C -0.434 2.461 -2.621
C -0.003 -1.720 3.068
C -1.001 -3.622 -0.947
C -2.566 -5.395 -0.587
C -6.869 -1.023 -3.275
C -0.935 -0.023 4.562
C -0.204 -5.822 -0.434
C 0.060 -4.497 -0.734
C -0.570 1.685 -3.758
C -6.025 -0.059 -3.806
C 2.563 0.634 5.066
C -6.513 -1.716 -2.125
C 1.692 -2.582 -5.108
C 0.389 3.580 -2.608
C -4.405 0.901 2.225
C -2.125 3.587 -0.698
C -0.418 -2.179 -4.024
C 0.506 -2.985 2.482
C 4.647 -1.474 4.539
C 5.747 0.867 -0.265
C -2.871 5.096 0.994
C 1.627 -2.217 -2.739
C 0.313 -2.431 -5.174
C -3.269 5.584 -1.330
H 1.083 -4.153 -0.815
H 1.563 -3.088 2.741
H -7.814 -1.233 -3.756
H 5.966 1.568 0.543
H 2.109 -2.117 -1.784
H 5.647 1.663 4.657
H -2.555 4.131 -2.738
H 2.784 4.547 1.009
H 5.487 -1.996 -1.685
H 0.478 4.189 -1.720
H 7.373 -1.599 0.995
H 2.204 1.644 4.871
H -1.389 0.522 5.371
H -4.585 -0.227 4.037
H 1.818 3.585 -0.131
H 2.254 -2.791 -6.008
H 0.060 1.419 -5.785
H -2.519 -2.191 0.852
H 4.850 -3.061 -0.426
H -3.128 -3.392 -1.118
H -1.831 3.239 1.386
H 5.158 -1.252 5.479
H -3.391 -2.196 3.148
H -5.034 -1.978 -0.596
H -7.183 -2.453 -1.706
H -2.966 5.367 2.037
H 4.650 2.417 3.410
H 0.615 -6.510 -0.274
H -4.140 1.752 0.274
H 6.711 -0.779 2.402
H 1.736 4.788 -3.748
H 6.670 0.716 -0.830
H 6.175 -2.414 1.991
H -1.212 0.815 -3.761
H -0.197 -2.517 -6.124
H -6.313 0.486 -4.694
H 1.530 3.400 -5.781
H 3.143 2.823 0.731
H -4.935 1.761 2.610
H -4.149 0.977 -3.592
H -0.032 -3.846 2.875
H 5.366 -1.934 3.871
H 5.916 1.279 2.959
H -3.587 -5.750 -0.551
H -1.721 -7.305 -0.115
H 0.416 -2.946 1.401
H 3.785 -1.918 -1.259
H 5.008 1.318 -0.922
H -3.672 6.234 -2.094
H 3.424 -2.594 -3.838
H 3.865 -2.206 4.749
H -3.860 6.860 0.286
H -1.493 -2.075 -4.068
H 2.998 0.624 6.069
H -0.858 3.166 4.536
H 1.715 -0.047 5.073
*
```

Mulliken atomic charge list, values in e, 99 entries:
1 Ir 1.59
2 Br -0.65
3 As 0.15
4 S 1.08
5 S -0.20
6 S -0.22
7 S 1.59
8 S 1.10
9 Si 0.50
10 Si 0.36
11 N -0.72
12 N -0.10
13 N 1.35
14 N 0.03
15 N 0.59
16 N -0.45
17 C 0.11
18 C -0.60
19 C 0.05
20 C -0.46
21 C -0.37
22 C -0.99
23 C -0.72
24 C -0.68
25 C -0.26
26 C -0.05
27 C -0.71
28 C -0.72
29 C -1.13
30 C -0.72
31 C -1.11
32 C 0.89
33 C -1.02
34 C 0.42
35 C -0.83
36 C -0.62
37 C 0.05
38 C -0.87
39 C 1.39
40 C -0.98
41 C -1.25
42 C 0.01
43 C 0.75
44 C 0.23
45 C 0.48
46 C -0.85
47 C -0.63
48 C 0.42
49 C -0.83
50 C -0.53
51 C -0.30
52 C -0.85
53 C -0.91
54 C -0.94
55 C -0.79
56 C -0.47
57 C -0.98
58 C 0.12
59 C -0.62
60 C -0.88
61 C -1.04
62 C -0.88
63 C -1.21
64 C -0.32
65 C -0.95
66 C -0.87
67 H 0.45
68 H 0.11
69 H 0.43
70 H 0.29
71 H -0.14
72 H 0.44
73 H 0.52
74 H 0.67
75 H 0.44
76 H 0.58
77 H 0.40
78 H 0.15
79 H 0.51
80 H 0.50
81 H -0.34
82 H 0.46
83 H 0.51
84 H -0.39
85 H 0.39
86 H 0.42
87 H 0.59
88 H 0.37
89 H 0.83
90 H 0.39
91 H 0.46
92 H 0.52
93 H 0.26
94 H 0.49
95 H 0.75
96 H 0.34
97 H 0.48
98 H 0.45
99 H 0.32

A single C4H7NO molecule. Source: OMol25; level of theory: wB97M-V/def2-TZVPD.

Values from the calculation:
Orbital gap   0.34991 hartree
Maximum force   0.00594 Eh/bohr
Energy relative to the best compared isomer or geometry (same formula, charge and spin)   128.9 kcal/mol
SMILES   C1=CCONC1
E_tot   -7794.0531 eV

The geometry in ORCA input format:
```
! RIJCOSX wB97M-V def2-TZVPD def2/J DEFGRID3
* xyz 0 1
O -0.704 -0.661 1.027
N -0.677 -1.126 -0.348
C 0.536 -0.616 -1.187
C 0.446 0.808 -0.807
C 0.687 0.971 0.511
C -0.604 0.781 1.236
H 0.285 -0.853 -2.229
H -0.452 -2.099 -0.132
H -0.600 0.884 2.326
H 1.494 0.387 0.961
H 1.482 -1.099 -0.913
H -1.444 1.335 0.802
H -0.445 1.293 -1.209
*
```

Partial atomic charges computed with the Mulliken method, in multiples of e:
1 O -0.23
2 N -0.41
3 C -0.38
4 C -0.32
5 C -0.18
6 C -0.35
7 H 0.30
8 H 0.27
9 H 0.27
10 H 0.24
11 H 0.29
12 H 0.26
13 H 0.25

A single CH2FNOS molecule in a non-equilibrium geometry. Source: OMol25; level of theory: wB97M-V/def2-TZVPD.

Values from the calculation:
Orbital gap   0.36627 hartree
Maximum force   0.08941 Eh/bohr
Energy relative to the best compared isomer or geometry (same formula, charge and spin)   36.4 kcal/mol
SMILES   [H]/N=C(\F)OS
E_tot   -18157.9453 eV

The geometry in ORCA input format:
```
! RIJCOSX wB97M-V def2-TZVPD def2/J DEFGRID3
* xyz 0 1
S -2.134 0.087 -0.425
F 0.283 1.342 0.807
O -0.680 -0.620 0.296
N 1.511 -0.551 0.278
C 0.418 0.005 0.367
H 2.362 -0.009 0.253
H -1.759 -0.256 -1.576
*
```

Partial atomic charges computed with the Mulliken method, in multiples of e:
1 S 0.03
2 F -0.24
3 O -0.39
4 N -0.54
5 C 0.72
6 H 0.27
7 H 0.16

2 unconnected molecules or ions with the total composition BrH2OP in a non-equilibrium geometry. Source: OMol25; level of theory: wB97M-V/def2-TZVPD.

Values from the calculation:
Orbital gap (alpha / beta)   0.25496 / 0.25278 hartree
Maximum force   0.09015 Eh/bohr
Energy relative to the best compared isomer or geometry (same formula, charge and spin)   56.8 kcal/mol
E_tot   -81409.1832 eV

The geometry in ORCA input format:
```
! RIJCOSX wB97M-V def2-TZVPD def2/J DEFGRID3
* xyz 0 1
Br -2.271 0.656 0.042
P -1.465 -1.360 0.078
O 1.474 0.553 -0.042
H 0.557 0.460 0.033
H 1.705 -0.308 -0.111
*
```

Partial atomic charges computed with the Mulliken method, in multiples of e:
1 Br -0.06
2 P 0.07
3 O -0.55
4 H 0.22
5 H 0.32

4 unconnected molecules or ions with the total composition C43H45BO13PSi in a non-equilibrium geometry. Source: OMol25; level of theory: wB97M-V/def2-TZVPD.

Values from the calculation:
Orbital gap   0.18189 hartree
Maximum force   0.04593 Eh/bohr
E_tot   -89784.3034 eV

The geometry in ORCA input format:
```
! RIJCOSX wB97M-V def2-TZVPD def2/J DEFGRID3
* xyz -1 1
P 4.034 -1.014 0.448
Si 0.365 -0.170 -1.207
O -1.323 8.708 -1.221
O 1.323 -2.558 3.396
O -0.178 -4.063 1.200
O 2.497 2.123 0.536
O -1.491 -2.819 -0.078
O -3.965 4.459 0.510
O 0.444 2.183 1.668
O 1.689 0.073 1.418
O 2.317 -2.754 1.394
O 0.706 -0.414 -5.484
O -0.323 2.641 4.882
O -1.471 -3.463 -9.224
O -4.550 5.832 4.850
C -3.387 7.590 -1.052
C -1.389 -2.829 4.593
C 0.209 -1.111 -6.340
C 1.278 -2.357 2.209
C -0.187 -1.565 -2.401
C -2.162 -1.513 2.540
C 2.327 -1.846 0.270
C 2.172 -4.054 -0.907
C 2.909 -2.244 -2.200
C 3.043 -3.050 -3.297
C 4.407 -0.850 2.267
C -1.230 0.820 -0.926
C -1.675 4.153 6.079
C 5.336 -2.219 -0.139
C -3.199 4.313 3.659
C -4.497 -1.682 1.918
C -0.561 -2.947 0.741
C -3.235 -1.187 1.736
C -2.138 3.513 3.673
C 6.656 -2.122 0.656
C -1.710 -2.421 -7.126
C 1.611 0.835 -2.261
C -1.293 3.370 4.878
C -3.361 5.433 0.114
C -4.051 6.523 -0.616
C -1.163 -1.654 -6.187
C -1.901 5.575 0.342
C -3.583 5.099 4.856
C -1.927 7.733 -0.825
C 2.465 -2.708 -0.979
C -0.972 -2.765 -8.366
C 0.157 -1.702 1.338
C -3.715 -2.863 3.803
C -0.774 -0.926 2.313
C 0.948 -1.456 -7.580
C -2.736 4.955 6.069
C -4.750 -2.527 2.974
C -2.436 -2.378 3.592
C 2.291 -4.873 -2.003
C 2.729 -4.388 -3.215
C 1.130 -0.856 0.416
C -1.237 6.642 -0.095
C 0.400 -2.223 -8.519
B 1.526 1.430 1.205
H 5.383 -0.365 2.335
H -3.872 8.396 -1.587
H 0.642 2.397 2.594
H -3.895 -3.512 4.656
H -0.985 1.878 -0.752
H -5.269 -1.391 1.212
H -1.414 4.767 0.876
H 0.923 -2.486 -9.430
H -5.763 -2.891 3.127
H -1.768 0.464 -0.046
H -2.708 -2.828 -7.033
H 3.244 1.531 0.336
H -0.663 -2.046 4.811
H -0.173 6.764 0.060
H 0.294 -1.480 -3.394
H -1.685 -1.392 -5.274
H 3.627 -0.293 2.781
H 1.304 1.885 -2.181
H -0.322 -0.776 3.295
H 1.579 0.526 -3.306
H 7.422 -2.639 0.063
H -1.270 -1.517 -2.569
H -0.006 -2.558 -1.985
H -3.822 4.426 2.781
H 1.947 -1.050 -7.673
H -1.845 -3.255 5.490
H 3.418 -2.651 -4.236
H -3.031 5.537 6.933
H 2.027 -5.920 -1.888
H 6.991 -1.097 0.824
H -3.084 -0.509 0.901
H 2.838 -5.075 -4.048
H -1.842 2.932 2.806
H -5.116 6.400 -0.771
H 4.988 -3.258 -0.101
H 1.846 -4.523 0.014
H 5.511 -1.985 -1.192
H -1.045 4.034 6.952
H 4.484 -1.859 2.684
H 2.612 0.699 -1.842
H -1.893 0.740 -1.791
H 3.190 -1.202 -2.322
H 6.554 -2.703 1.575
H -0.934 0.085 1.917
H -0.818 -3.628 4.102
*
```

Mulliken atomic charge list, values in e, 99 entries:
1 P -0.09
2 Si 1.77
3 O -0.56
4 O -0.68
5 O -0.81
6 O -0.79
7 O -0.74
8 O -0.58
9 O 0.02
10 O -0.15
11 O -0.37
12 O -0.48
13 O -0.54
14 O -0.57
15 O -0.57
16 C -0.37
17 C -1.57
18 C 0.38
19 C -0.58
20 C -0.67
21 C -0.36
22 C 1.65
23 C -0.52
24 C 0.29
25 C -1.19
26 C -1.34
27 C -0.58
28 C -0.46
29 C -0.19
30 C -0.53
31 C -1.16
32 C -0.26
33 C 0.45
34 C -0.24
35 C -1.37
36 C -0.39
37 C -1.51
38 C 0.37
39 C 0.31
40 C -0.46
41 C -0.17
42 C 0.00
43 C 0.25
44 C 0.33
45 C -0.48
46 C 0.36
47 C 1.96
48 C -0.89
49 C 0.19
50 C -0.42
51 C -0.46
52 C -0.56
53 C 1.17
54 C -0.79
55 C -0.70
56 C 0.57
57 C -0.37
58 C -0.38
59 B -0.24
60 H 0.53
61 H 0.41
62 H 0.13
63 H 0.34
64 H 0.14
65 H 0.43
66 H 0.44
67 H 0.39
68 H 0.35
69 H -0.53
70 H 0.42
71 H 0.34
72 H 0.25
73 H 0.45
74 H -0.29
75 H 0.39
76 H 0.26
77 H 0.46
78 H 0.40
79 H 0.34
80 H 0.45
81 H 0.41
82 H 0.24
83 H 0.67
84 H 0.44
85 H 0.47
86 H 0.49
87 H 0.40
88 H 0.42
89 H 0.32
90 H 0.24
91 H 0.38
92 H 0.65
93 H 0.42
94 H 0.38
95 H 0.40
96 H 0.29
97 H 0.42
98 H 0.27
99 H 0.38